165
Properties=species:S:1:pos:R:3 method="wB97M-V/def2-TZVPD" orbital_gap_ev=6.781 multiplicity=1 lumo_ev=-0.94 homo_energy_ev=-7.718
C -0.45 -3.27 4.48
C -2.04 -3.08 4.00
N -2.43 -1.66 4.32
C -2.89 -0.89 3.10
C -4.43 -0.25 3.18
C -5.04 0.61 1.93
N -6.48 1.18 1.94
C -6.49 2.48 1.49
C -7.61 2.92 0.33
C -5.47 3.66 1.99
C -4.07 0.85 0.63
C -2.52 0.25 0.48
N -1.80 0.60 -0.79
C -0.45 -0.08 -0.74
C 0.53 0.17 -2.07
C 1.75 1.21 -1.63
C 1.28 2.77 -1.49
S 1.72 3.34 0.28
C 1.68 5.21 0.39
S 3.18 6.06 0.57
N 0.42 6.04 0.35
C -0.35 6.01 1.66
C -1.24 4.65 1.90
O -1.53 3.88 0.67
C -1.73 4.77 -0.48
C -0.45 5.73 -0.85
C 0.16 -1.01 0.45
C 1.66 -1.73 0.34
O 1.44 -3.16 -0.06
O 1.20 -3.18 -1.36
N -0.61 -1.27 1.71
C -1.97 -0.63 1.73
H 0.14 -2.23 4.42
H 0.10 -4.05 3.78
H -0.37 -3.63 5.61
H -2.09 -3.35 2.85
H -2.67 -3.88 4.58
H -1.71 -1.15 4.87
H -5.12 -0.41 4.13
H -7.93 1.97 -0.30
H -8.58 3.39 0.79
H -7.10 3.76 -0.34
H -4.89 3.40 2.98
H -4.67 3.80 1.14
H -5.99 4.71 2.16
H -4.52 1.47 -0.29
H 0.91 -0.83 -2.55
H -0.10 0.76 -2.89
H 2.61 1.08 -2.44
H 2.23 0.90 -0.59
H 1.92 3.45 -2.24
H 0.16 2.98 -1.75
H 0.36 6.24 2.58
H -1.11 6.93 1.61
H -2.29 4.98 2.34
H -0.68 4.01 2.74
H -2.65 5.49 -0.24
H -2.07 4.09 -1.41
H 0.17 5.35 -1.80
H -0.91 6.77 -1.20
H 2.33 -1.27 -0.50
H 2.19 -1.76 1.39
H 0.21 -3.42 -1.48
C -2.53 -3.07 -3.52
O -1.47 -2.83 -4.43
H -3.45 -2.64 -3.93
H -2.66 -4.15 -3.39
H -2.31 -2.60 -2.56
H -0.67 -3.22 -4.04
C 4.76 -0.71 2.84
O 4.05 0.13 1.96
H 4.10 -1.51 3.18
H 5.62 -1.15 2.32
H 5.11 -0.14 3.71
H 4.66 0.83 1.68
C 5.89 3.66 -1.45
O 5.10 2.49 -1.34
H 6.69 3.48 -2.18
H 5.27 4.49 -1.79
H 6.34 3.90 -0.48
H 4.41 2.68 -0.69
C 6.39 -3.81 0.13
O 7.03 -2.67 0.68
H 6.41 -4.62 0.87
H 5.35 -3.56 -0.11
H 6.92 -4.13 -0.77
H 7.00 -1.97 0.01
C 3.84 -6.61 -0.40
O 4.21 -6.02 -1.63
H 4.50 -7.46 -0.21
H 3.94 -5.88 0.40
H 2.80 -6.96 -0.47
H 3.61 -5.27 -1.78
C 5.34 -4.01 5.39
O 5.94 -2.78 5.02
H 4.28 -3.83 5.60
H 5.43 -4.72 4.57
H 5.82 -4.39 6.29
H 6.88 -2.96 4.84
C 7.18 -9.44 -0.51
O 7.53 -8.34 -1.32
H 8.08 -9.82 -0.01
H 6.45 -9.13 0.24
H 6.75 -10.23 -1.14
H 6.71 -8.03 -1.75
C 2.87 -8.56 3.11
O 3.93 -8.32 2.21
H 1.95 -8.13 2.70
H 2.74 -9.64 3.24
H 3.09 -8.09 4.07
H 4.73 -8.71 2.60
C -3.06 -6.96 -1.41
O -2.46 -5.74 -1.78
H -4.12 -6.79 -1.20
H -2.97 -7.68 -2.22
H -2.58 -7.35 -0.51
H -1.52 -5.92 -1.95
C 8.07 -4.68 -3.45
O 6.92 -4.72 -4.28
H 8.91 -4.28 -4.03
H 7.88 -4.03 -2.59
H 8.31 -5.69 -3.11
H 6.20 -5.08 -3.74
C -11.76 3.79 0.70
O -11.39 4.39 -0.53
H -11.10 2.95 0.90
H -11.66 4.53 1.51
H -12.80 3.44 0.64
H -11.99 5.14 -0.68
C 9.26 3.78 -4.07
O 7.88 3.81 -3.73
H 9.78 4.54 -3.49
H 9.67 2.80 -3.84
H 9.38 4.00 -5.14
H 7.44 3.13 -4.26
C -10.90 7.31 1.53
O -11.85 7.26 0.49
H -10.18 6.49 1.39
H -10.37 8.26 1.50
H -11.40 7.19 2.49
H -12.47 8.00 0.64
C 4.65 4.33 -5.99
O 6.05 4.35 -6.19
H 4.16 3.99 -6.91
H 4.41 3.64 -5.18
H 4.30 5.34 -5.75
H 6.45 4.66 -5.36
C 11.18 -6.15 -5.44
O 11.82 -5.01 -4.89
H 11.19 -6.96 -4.71
H 10.14 -5.90 -5.68
H 11.71 -6.47 -6.34
H 11.79 -4.31 -5.57
C -10.44 5.22 5.08
O -10.10 6.37 4.33
H -10.92 4.50 4.42
H -9.53 4.78 5.50
H -11.12 5.50 5.88
H -9.67 7.00 4.94
C -15.22 7.97 -0.36
O -14.58 9.11 0.19
H -15.21 7.16 0.38
H -16.26 8.22 -0.60
H -14.69 7.65 -1.26
H -14.61 9.81 -0.48

---

7
Properties=species:S:1:pos:R:3 method="wB97M-V/def2-TZVPD" orbital_gap_ev="9.675 / 4.341" multiplicity=1 lumo_ev="-0.51 / -3.56" e_above_lowest_ev=2.9076 homo_energy_ev="-10.184 / -7.897"
C -0.44 0.73 -0.63
C -0.05 -0.59 -0.10
C -1.32 -0.50 -0.43
Br -0.42 2.43 0.23
Br 1.17 -1.55 0.79
Br -2.97 -1.06 0.12
Br 4.03 0.55 0.03

---

Number 1: E -4119.18127 Ha. Number 2: E -10410.17122 Ha.